Here is a structure of composition C3H3Cl4CrFO3 at a distorted geometry from OMol25. Energies are from ωB97M-V with the def2-TZVPD basis set.

Summary:
* orbital gap (alpha / beta): 7.81 / 8.84 eV
* <S²>: 3.82
* E: -90537.4608 eV
* energy relative to the best compared isomer or geometry (same formula, charge and spin): 7.0 kcal per mole
* lowest unoccupied orbital energy (alpha / beta): 1.925 / 2.508 eV

ORCA input file:
```
! wB97M-V def2-TZVPD RIJCOSX def2/J DEFGRID3
* xyz -1 4
Cr -1.99631 -0.19521 2.93422
Cl -2.34298 -2.03281 1.56782
Cl -2.39391 -0.82234 5.13257
Cl -3.46394 1.55633 2.53617
Cl 0.12738 0.83046 3.24628
C 1.18887 0.56263 -2.38640
C 1.62971 -0.66286 -1.62321
O 0.60406 -0.86815 -0.70949
C -0.05598 0.30752 -0.51858
O -0.88742 0.50819 0.28556
O 0.37358 1.23818 -1.41512
F 2.78935 -0.40167 -0.92951
H 0.53458 0.36267 -3.23282
H 2.05777 1.15861 -2.65572
H 1.83525 -1.54156 -2.23180
*
```

Here is a structure of composition C34H36Cl52FO4P at a distorted geometry from OMol25. Energies are from ωB97M-V with the def2-TZVPD basis set.

Summary:
* orbital gap: 9.39 eV
* E: -707197.1616 eV
* lowest unoccupied orbital energy: -0.082 eV

ORCA input file:
```
! wB97M-V def2-TZVPD RIJCOSX def2/J DEFGRID3
* xyz 0 1
C -3.64231 3.25225 3.59222
C -3.51793 1.82124 3.01887
C -3.07552 1.87659 1.56607
C -4.06759 2.62709 0.64888
C -4.34723 1.79472 -0.61289
C -3.52561 2.21816 -1.81461
C -2.00495 2.14940 -1.57072
C -1.29394 2.79967 -2.75927
C 0.07211 3.44469 -2.47919
C 0.23320 4.32089 -1.22269
C 1.25472 3.71200 -0.23622
C 1.97984 4.82833 0.53827
C 2.38861 4.53313 1.97797
O 2.98716 3.21130 2.06488
P 2.28475 2.42072 3.19272
O 2.58955 2.92064 4.48714
O 0.64702 2.41299 2.96487
F 0.10305 3.37614 3.80732
O 2.79536 0.96450 3.04337
C 1.95219 0.06649 3.80383
C 1.24286 -0.93402 2.96238
C 1.71762 -2.18686 2.87107
C 1.06897 -3.10448 2.17782
C -0.06087 -2.75717 1.57272
C -0.84476 -3.79201 0.83476
C -0.52384 -1.52244 1.60596
C 0.13967 -0.62104 2.30585
H -3.07766 3.29471 4.51015
H -4.68749 3.42137 3.81245
H -3.32003 4.00681 2.88928
H -2.70697 1.34334 3.55025
H -4.43598 1.26356 3.11995
H -2.12120 2.39094 1.52257
H -2.90823 0.88677 1.15892
H -5.00190 2.81461 1.16204
H -3.69145 3.60138 0.36138
H -4.28147 0.73687 -0.41490
H -5.38634 1.99179 -0.86668
H -3.78072 3.20716 -2.16799
H -3.72790 1.52473 -2.63127
H -1.84400 2.65619 -0.62840
H -1.72182 1.10996 -1.46192
H -1.08561 2.01137 -3.48444
H -1.97620 3.46807 -3.26874
H 0.82430 2.67402 -2.55384
H 0.25247 4.11592 -3.31138
H 0.66770 5.27950 -1.48104
H -0.69500 4.52897 -0.70799
H 0.71964 2.99395 0.37507
H 2.01013 3.15288 -0.76367
H 1.41257 5.75210 0.51667
H 2.89369 5.00560 -0.01311
H 1.58649 4.65707 2.69270
H 3.17497 5.23493 2.21721
H 1.18653 0.59792 4.35688
H 2.54058 -0.44316 4.53473
H 2.64124 -2.50576 3.35919
H 1.42851 -4.11063 2.10704
H -1.52408 -3.34476 0.12232
H -1.42768 -4.32957 1.57504
H -0.21169 -4.49714 0.32139
H -1.42425 -1.27647 1.08278
H -0.24075 0.38579 2.34185
C -7.08636 -2.37241 -3.82276
Cl -6.94449 -3.10036 -5.41918
Cl -5.68696 -2.79314 -2.83201
Cl -7.23799 -0.61876 -3.97748
Cl -8.51938 -3.02028 -3.02172
C -1.48717 2.84096 -6.56831
Cl -1.06262 1.30442 -5.81524
Cl -0.53839 4.14363 -5.84902
Cl -1.14212 2.75164 -8.29928
Cl -3.20582 3.15838 -6.31634
C -2.75878 4.40043 7.75441
Cl -1.49208 4.00262 6.58731
Cl -4.32734 4.43363 6.95106
Cl -2.77899 3.14823 9.02085
Cl -2.41971 5.98593 8.44188
C -5.86821 -7.26764 0.13538
Cl -4.79680 -8.44901 -0.63192
Cl -5.23099 -6.83545 1.71966
Cl -5.97394 -5.83001 -0.88581
Cl -7.47661 -7.96823 0.32876
C -2.85776 -11.97443 -2.69790
Cl -4.06174 -12.57584 -3.83833
Cl -1.47884 -11.31939 -3.58611
Cl -3.57592 -10.69990 -1.70331
Cl -2.31689 -13.29457 -1.65949
C 5.85103 -2.51728 5.27635
Cl 6.73699 -3.35047 3.99879
Cl 4.16055 -2.31613 4.77679
Cl 5.91848 -3.46974 6.76063
Cl 6.56884 -0.93250 5.55625
C 9.33734 -5.52930 1.46364
Cl 10.08657 -4.88714 2.92820
Cl 9.06525 -4.21623 0.31860
Cl 10.40417 -6.73440 0.73749
Cl 7.79194 -6.27992 1.87509
C -3.93985 5.78430 12.73894
Cl -2.70483 5.42824 13.94995
Cl -5.53108 5.36146 13.37979
Cl -3.90215 7.50861 12.34994
Cl -3.62008 4.84628 11.27835
C 1.80856 -1.78758 -7.25266
Cl 3.36357 -2.58327 -7.50717
Cl 0.67593 -2.31867 -8.49337
Cl 1.17774 -2.20254 -5.65130
Cl 1.99991 -0.04706 -7.42569
C 9.79704 -0.43228 1.06936
Cl 10.06542 1.16246 1.77969
Cl 8.84077 -0.26669 -0.40749
Cl 11.34873 -1.18203 0.68307
Cl 8.93387 -1.45523 2.21504
C 14.77797 -2.48889 -1.06257
Cl 13.26231 -3.27775 -0.61029
Cl 15.06868 -2.72184 -2.78781
Cl 14.67167 -0.76249 -0.71139
Cl 16.10627 -3.19628 -0.14009
C -3.43443 -2.33170 -7.42129
Cl -2.12137 -3.11517 -6.53712
Cl -4.51115 -1.46520 -6.32653
Cl -2.71070 -1.19938 -8.56940
Cl -4.38931 -3.53235 -8.30021
C -4.39968 4.35762 -10.54897
Cl -3.98155 2.82505 -9.78407
Cl -3.46229 5.65599 -9.80367
Cl -4.02845 4.27799 -12.27345
Cl -6.12297 4.67633 -10.33143
*
```

Here is a cluster of 2 separate species, C4H5F2NS in total at a distorted geometry from OMol25. Energies are from ωB97M-V with the def2-TZVPD basis set.

Summary:
* orbital gap (alpha / beta): 8.75 / 6.94 eV
* E: -21984.6745 eV
* energy relative to the best compared isomer or geometry (same formula, charge and spin): 93.4 kcal per mole
* lowest unoccupied orbital energy (alpha / beta): -0.686 / -2.344 eV

ORCA input file:
```
! wB97M-V def2-TZVPD RIJCOSX def2/J DEFGRID3
* xyz 0 1
C -0.16855 2.19712 0.28055
C -1.12079 -0.73553 -0.07564
C 1.27730 -1.21698 0.16926
C -0.09997 -1.03285 0.63718
N 0.46241 2.15072 -0.77815
F -1.37628 2.42543 0.72480
F -0.84474 -0.61057 -1.39874
S -2.78092 -0.44068 0.35975
H 1.95374 -0.33924 0.50830
H 1.28889 -1.33566 -0.96950
H 1.71877 -2.10393 0.52140
H -0.25107 -1.07881 1.72256
H -0.05879 2.12099 -1.70176
*
```

Here is a cluster of 2 separate species, C3H5NO3 in total at a distorted geometry from OMol25. Energies are from ωB97M-V with the def2-TZVPD basis set.

Summary:
* orbital gap (alpha / beta): 7.20 / 8.55 eV
* E: -10820.8405 eV
* energy relative to the best compared isomer or geometry (same formula, charge and spin): 111.8 kcal per mole
* lowest unoccupied orbital energy (alpha / beta): -2.013 / -1.377 eV

ORCA input file:
```
! wB97M-V def2-TZVPD RIJCOSX def2/J DEFGRID3
* xyz 0 1
N -1.72308 -0.68562 0.15397
C -0.61493 -0.12585 0.75521
O 0.29694 -0.85553 1.22662
C -0.41558 1.25105 0.85741
O 1.60290 0.86360 -0.66718
C 1.71771 -0.30634 -1.06175
O 1.29974 -1.36223 -0.47397
H -2.14437 -0.17055 -0.60553
H -1.58223 -1.66620 -0.05153
H -1.19335 1.97388 0.61469
H 0.51619 1.59539 1.27905
H 2.24007 -0.51160 -2.02700
*
```

Here is a structure of composition C51H28AsBr4F9N4O2Pb from OMol25. Energies are from ωB97M-V with the def2-TZVPD basis set.

Summary:
* orbital gap (alpha / beta): 5.76 / 5.73 eV
* <S²>: 0.77
* E: -434116.5542 eV
* energy relative to the best compared isomer or geometry (same formula, charge and spin): 25.4 kcal per mole
* lowest unoccupied orbital energy (alpha / beta): 0.693 / 0.596 eV

ORCA input file:
```
! wB97M-V def2-TZVPD RIJCOSX def2/J DEFGRID3
* xyz -1 2
Pb 0.19934 -0.08567 0.18034
C 5.64910 5.22302 -1.18068
C 5.43294 4.43097 -0.06100
C 4.42481 3.47769 -0.06464
C 3.62164 3.30907 -1.18963
C 3.84189 4.10644 -2.30873
C 4.85109 5.05979 -2.30463
C 2.55036 2.27259 -1.16666
C 1.23351 2.68909 -1.07844
C 0.80844 4.06242 -1.10124
C -0.54329 4.06295 -1.06060
C -0.96582 2.68897 -0.98220
N 0.12866 1.87130 -0.99748
C -2.29369 2.28327 -0.89907
C -2.70544 0.96704 -0.73082
C -4.08150 0.55661 -0.64703
C -4.09252 -0.78772 -0.52306
C -2.72532 -1.23238 -0.56384
C -2.34407 -2.56180 -0.61191
C -3.41493 -3.60231 -0.59931
C -3.62701 -4.38174 0.53245
C -4.61960 -5.35339 0.52926
C -5.40093 -5.55589 -0.59950
C -5.18942 -4.78093 -1.73263
C -4.20027 -3.80810 -1.73131
C -1.02233 -2.99538 -0.76254
N 0.06775 -2.18643 -0.84053
C 1.14665 -2.99815 -1.06049
C 2.46224 -2.58130 -1.23754
C 3.49716 -3.65044 -1.37132
C 4.07323 -3.94114 -2.60433
C 5.03104 -4.93956 -2.71526
C 5.42055 -5.65788 -1.59320
C 4.84792 -5.37419 -0.36076
C 3.89068 -4.37558 -0.24989
C 2.90097 -1.25676 -1.29126
C 4.26567 -0.86153 -1.49934
C 4.29679 0.49394 -1.46117
C 2.95155 0.93401 -1.22709
N 2.12147 -0.14101 -1.13552
C 0.71268 -4.36813 -1.12190
C -0.62919 -4.36591 -0.94015
N -1.89577 -0.13620 -0.66827
C -3.34051 3.34634 -0.97485
C -4.01093 3.75947 0.17184
C -4.97409 4.75646 0.10099
C -5.27553 5.35136 -1.11646
C -4.60884 4.94522 -2.26441
C -3.64690 3.94706 -2.19321
H 6.43598 5.96703 -1.17704
H 6.04558 4.55963 0.82270
H 4.23318 2.86758 0.81008
H 3.21797 3.97277 -3.18470
H 5.01623 5.67306 -3.18181
H 1.46854 4.91299 -1.15002
H -1.20672 4.91233 -1.07330
H -4.92536 1.22572 -0.68368
H -4.94541 -1.43908 -0.42700
H -3.02997 -4.21203 1.41963
H -4.78328 -5.94565 1.42088
H -6.17448 -6.31415 -0.59734
H -5.79365 -4.93437 -2.61827
H -4.02909 -3.20001 -2.61225
H 3.76351 -3.37913 -3.47754
H 5.47152 -5.15823 -3.68020
H 6.16970 -6.43505 -1.67853
H 5.14780 -5.92953 0.51898
H 3.43971 -4.14787 0.70902
H 5.09084 -1.53598 -1.65919
H 5.14769 1.14236 -1.59312
H 1.35440 -5.21505 -1.30343
H -1.30374 -5.20638 -0.93829
H -3.76845 3.29544 1.11936
H -5.48437 5.07078 1.00310
H -6.02419 6.13189 -1.17034
H -4.83824 5.40534 -3.21773
H -3.12260 3.62720 -3.08631
Br 1.37917 4.28572 6.15463
C 0.58709 3.32142 4.74392
C -0.80910 2.99811 4.80340
Br -1.82416 3.54367 6.29158
C -1.40138 2.27924 3.80125
Br -3.20052 1.74622 3.85852
C -0.65230 1.83963 2.66415
O -1.16794 1.19094 1.71754
C 0.78247 2.17326 2.59603
O 1.44022 1.77432 1.60945
C 1.34869 2.91453 3.68336
Br 3.19607 3.25883 3.56310
F -1.26757 -1.91231 2.14769
As -1.99100 -2.11941 3.75022
F -0.45492 -2.60962 4.37547
F -2.32985 -3.78324 3.35443
F -2.73369 -2.32668 5.29630
F -3.51055 -1.65136 3.05724
F -1.62331 -0.46682 4.11942
F 1.44571 -2.38187 1.79883
C 1.48577 -1.05193 1.87002
F 2.76032 -0.68250 1.65709
F 1.14739 -0.66725 3.08181
*
```

Here is the molecule C8H12O at a distorted geometry from OMol25. Energies are from ωB97M-V with the def2-TZVPD basis set.

Summary:
* orbital gap: 9.47 eV
* E: -10534.8401 eV
* energy relative to the best compared isomer or geometry (same formula, charge and spin): 72.0 kcal per mole
* SMILES string: C[C@H]1C[C@H]2C=CO[C@@]21C
* lowest unoccupied orbital energy: 1.015 eV

ORCA input file:
```
! wB97M-V def2-TZVPD RIJCOSX def2/J DEFGRID3
* xyz 0 1
C -2.30509 -0.46707 -0.39335
C -1.03653 0.26202 -0.74952
C -0.66058 1.47232 0.23618
C 0.77713 1.12336 -0.14856
C 2.22579 0.82404 0.18154
C 2.45399 -0.32277 -0.45503
O 1.38314 -0.99741 -0.98563
C 0.32377 -0.38086 -0.26276
C 0.14958 -1.19148 0.99065
H -3.24153 0.14775 -0.48022
H -2.51147 -1.39615 -0.97436
H -2.26939 -0.87483 0.63370
H -1.06981 0.53828 -1.81048
H -0.95013 1.26388 1.25459
H -0.98961 2.43036 -0.09955
H 0.88087 1.44530 -1.21468
H 2.95827 1.35927 0.79723
H 3.35823 -0.91865 -0.54285
H -0.13653 -2.23794 0.79769
H -0.50142 -0.79422 1.80152
H 1.16133 -1.28519 1.42390
*
```

Here is the molecule C2H4F2N4O3 at a distorted geometry from OMol25. Energies are from ωB97M-V with the def2-TZVPD basis set.

Summary:
* orbital gap: 11.36 eV
* E: -19669.3548 eV
* energy relative to the best compared isomer or geometry (same formula, charge and spin): 0.0 kcal per mole
* SMILES string: O=C(NCN(F)F)N[N+](=O)[O-]
* lowest unoccupied orbital energy: 0.229 eV

ORCA input file:
```
! wB97M-V def2-TZVPD RIJCOSX def2/J DEFGRID3
* xyz 0 1
O 0.09557 -1.90264 0.30271
C -0.62958 -0.99952 0.48221
N -0.32213 0.28288 0.00132
C 1.12818 0.42178 -0.48240
N 1.94657 0.75723 0.67155
F 2.06849 2.19888 0.70533
F 3.23205 0.39292 0.40698
N -2.02395 -1.04870 0.95556
N -2.66931 -2.28252 1.36315
O -2.05630 -3.29604 1.44035
O -3.79596 -2.00306 1.62695
H -0.67476 1.02912 0.55042
H 1.42746 1.29023 -1.19081
H 1.47177 -0.53986 -0.88542
H -2.70127 -0.41569 0.53496
*
```

Here is a structure of composition C2H3O3S at a distorted geometry from OMol25. Energies are from ωB97M-V with the def2-TZVPD basis set.

Summary:
* orbital gap: 7.73 eV
* E: -19097.3644 eV
* energy relative to the best compared isomer or geometry (same formula, charge and spin): 112.7 kcal per mole
* lowest unoccupied orbital energy: 4.088 eV

ORCA input file:
```
! wB97M-V def2-TZVPD RIJCOSX def2/J DEFGRID3
* xyz -1 1
C -0.63050 0.30264 -1.15524
C -1.42959 -1.35878 -0.00805
O -2.61031 -1.63805 -0.03699
O -1.73449 2.49559 -0.73965
O -0.61128 -1.14482 -1.05367
S -1.90348 1.05501 -0.38859
H 4.87400 0.88175 0.90296
H -1.08255 -1.03760 0.96831
H 5.12820 0.44426 1.51093
*
```